Entry 1:
43
Properties=species:S:1:pos:R:3:mulliken_charge:R:1 method="wB97M-V/def2-TZVPD" molar_mass_g_mol=687.588 multiplicity=1 lumo_energy_ev=1.03 homo_lumo_gap_ev=8.134 charge=-1
Cu 0.389 -0.235 1.238 1.21
As 3.588 -1.149 -0.257 2.00
F 4.410 -2.557 0.399 -0.49
F 4.345 -1.443 -1.824 -0.51
F 2.818 0.301 -0.924 -0.50
F 2.729 -0.920 1.280 -0.53
F 4.979 -0.214 0.321 -0.51
F 2.175 -2.142 -0.810 -0.51
As -1.383 -1.411 3.543 2.06
F -1.237 -2.763 4.648 -0.48
F -2.678 -2.360 2.744 -0.52
F -1.548 -0.215 2.176 -0.62
F -0.116 -0.506 4.281 -0.46
F -0.185 -2.059 2.437 -0.51
F -2.537 -0.511 4.500 -0.49
C 0.413 6.187 -0.262 -0.23
C 0.426 6.470 1.121 -0.54
C 0.711 5.463 2.016 -0.36
C 0.773 4.144 1.563 0.01
C 0.644 3.868 0.213 0.08
C 0.516 4.861 -0.733 -0.74
N 1.086 3.097 2.528 0.90
O 1.279 3.363 3.689 -0.57
O 1.293 1.969 2.093 -0.54
H 0.142 7.057 -0.845 0.33
H 0.314 7.529 1.304 0.34
H 0.804 5.628 3.081 0.44
H 0.701 2.880 -0.227 0.39
H 0.461 4.714 -1.801 0.39
C -1.459 -4.455 -4.306 -0.44
C -2.505 -4.793 -3.464 -0.22
C -2.709 -4.207 -2.221 -0.53
C -1.904 -3.121 -1.920 0.28
C -0.974 -2.617 -2.835 -0.32
C -0.693 -3.341 -3.974 -0.55
N -2.119 -2.457 -0.630 0.90
O -1.298 -1.637 -0.257 -0.48
O -3.171 -2.622 -0.054 -0.54
H -1.240 -5.060 -5.174 0.40
H -3.138 -5.606 -3.800 0.33
H -3.548 -4.549 -1.635 0.43
H -0.453 -1.735 -2.487 0.39
H -0.100 -2.845 -4.732 0.34

---

Entry 2:
18
Properties=species:S:1:pos:R:3:mulliken_charge:R:1 method="wB97M-V/def2-TZVPD" e_above_lowest_ev=10.336 molar_mass_g_mol=114.148 multiplicity=1 lumo_energy_ev=-0.65 homo_lumo_gap_ev=7.084 charge=0
C 1.309 1.016 1.390 -0.85
C 0.481 0.033 0.553 0.70
C -0.077 0.272 -0.579 0.34
C -0.259 1.469 -1.262 -0.76
C 0.501 -1.376 1.110 -0.63
H 1.948 0.061 2.079 0.20
H 1.882 1.839 0.636 0.26
H 0.293 1.322 1.924 0.28
H -0.994 -0.448 -1.081 0.18
H -1.374 1.903 -1.125 0.17
H 0.325 2.405 -1.097 0.38
H 0.815 1.301 -3.213 0.31
H 1.197 -1.770 1.960 0.18
H -1.919 -3.300 -0.141 0.28
H -2.075 -1.460 1.081 0.31
N -0.262 -2.427 0.518 -0.26
N -1.503 -2.230 0.001 -0.55
O -0.287 1.389 -2.753 -0.55

---

Entry 3:
12
Properties=species:S:1:pos:R:3:mulliken_charge:R:1 method="wB97M-V/def2-TZVPD" e_above_lowest_ev=7.261 molar_mass_g_mol=132.144 multiplicity=1 lumo_energy_ev="-0.99 / -0.99" homo_lumo_gap_ev="7.397 / 7.396" charge=0
C 0.445 1.110 0.384 -0.10
C -0.762 0.511 0.013 -0.38
C 1.556 0.342 0.284 -0.19
N -0.663 -0.853 -0.244 0.36
N 0.340 -1.500 -0.371 -0.80
O 3.273 -1.441 0.506 -0.49
O 3.746 0.687 -1.061 -0.50
S 3.320 0.210 0.282 0.59
H 0.589 2.137 0.650 0.36
H -1.696 0.797 0.237 0.42
H -1.581 -1.103 -0.751 0.30
H 2.473 -1.898 0.214 0.43

---

Record order is preserved below.
E: -222706.5090 -10364.9688 -21079.5706 eV